Entry 1:
Formula: C18H25N4O4SeZr
Source: the Open Molecules 2025 dataset
Level of theory: ωB97M-V with the def2-TZVPD basis set

ORCA input file:
```
! wB97M-V def2-TZVPD RIJCOSX def2/J DEFGRID3
* xyz 1 1
Zr 1.024 1.220 1.279
N -1.237 1.312 0.297
C -2.191 0.583 1.206
C -1.235 -0.308 1.948
O -0.312 0.489 2.551
N -1.091 -1.542 1.730
C 0.260 -2.070 2.025
C 1.254 -1.149 1.324
O 2.189 -0.531 1.925
O 0.919 -0.659 0.189
H -1.572 2.244 0.080
H -1.169 0.793 -0.574
H -2.937 0.024 0.649
H -2.661 1.311 1.862
H 0.325 -3.076 1.614
H 0.499 -2.099 3.087
N 1.649 1.807 -0.850
C 1.965 2.053 -1.939
N 2.315 2.343 -3.150
C 2.715 3.710 -3.546
C 2.060 4.021 -4.879
O 2.379 3.028 -5.833
C 1.861 1.766 -5.460
C 2.503 1.290 -4.171
H 3.802 3.737 -3.636
H 2.404 4.405 -2.768
H 2.431 4.969 -5.265
H 0.973 4.093 -4.756
H 2.085 1.073 -6.269
H 0.772 1.825 -5.342
H 3.575 1.142 -4.311
H 2.057 0.366 -3.809
C 2.410 0.537 6.702
C 2.095 1.338 5.471
C 0.927 2.107 5.394
C 0.603 2.853 4.283
C -0.680 3.626 4.253
C 1.497 2.859 3.183
Se 1.077 3.813 1.589
C 2.697 2.121 3.257
C 3.763 2.221 2.191
C 2.960 1.353 4.397
H 1.530 0.406 7.330
H 3.171 1.043 7.299
H 2.796 -0.447 6.440
H 0.243 2.101 6.236
H -1.248 3.459 5.166
H -1.295 3.330 3.400
H -0.500 4.697 4.146
H 3.470 1.930 1.172
H 4.612 1.593 2.450
H 4.071 3.262 2.089
H 3.874 0.773 4.430
*
```

Computed properties:
Highest occupied orbital energy (eV): -11.22
ΔE to the lowest compared entry with this formula, charge and spin (eV): 0.000
LUMO energy (hartree): -0.103
Calculated total energy (Ha): -3669.30218

Atomic partial charges in e from the Mulliken method, atoms 1 to 6:
1 Zr 0.469
2 N -0.485
3 C -0.683
4 C 0.717
5 O -0.274
6 N -0.557


Entry 2:
Formula: C18H25N5O2S2SbSe4Ti
Source: the Open Molecules 2025 dataset
Level of theory: ωB97M-V with the def2-TZVPD basis set

ORCA input file:
```
! wB97M-V def2-TZVPD RIJCOSX def2/J DEFGRID3
* xyz -1 1
Ti 0.551 0.187 -0.936
N 2.055 -4.843 0.913
C 1.688 -3.422 1.040
C 2.827 -2.643 1.659
C 2.485 -1.164 1.739
N 2.408 -0.554 0.396
C 1.178 -0.952 2.504
C 0.020 -1.792 1.960
N -0.440 -1.223 0.688
C 0.410 -3.260 1.831
H 2.212 -5.299 1.808
H 2.904 -4.897 0.275
H 1.319 -5.343 0.320
H 1.525 -3.066 0.019
H 3.735 -2.796 1.072
H 3.012 -3.004 2.680
H 3.288 -0.679 2.303
H 2.987 -1.032 -0.292
H 2.751 0.398 0.461
H 0.902 0.106 2.468
H 1.344 -1.207 3.556
H -0.800 -1.750 2.686
H -1.102 -0.452 0.856
H -0.906 -1.911 0.102
H -0.395 -3.827 1.356
H 0.552 -3.662 2.844
O 2.245 0.953 -1.978
N 2.725 2.176 -1.860
C 3.683 2.542 -2.738
C 4.252 3.784 -2.683
C 3.820 4.676 -1.698
C 2.847 4.282 -0.814
C 2.280 3.000 -0.878
S 1.063 2.429 0.191
H 3.927 1.779 -3.461
H 5.012 4.049 -3.402
H 4.242 5.670 -1.634
H 2.482 4.944 -0.042
O -0.889 2.414 -3.117
S -0.872 0.931 -2.885
N -1.366 0.500 -1.306
Se 4.038 -4.224 -1.510
Sb 1.873 -4.239 -2.674
Se 0.271 -5.684 -1.506
Se 2.000 -4.532 -5.025
Se 0.786 -1.807 -2.256
C -1.655 1.077 -0.178
C -2.592 2.218 -0.047
C -3.050 3.024 -1.094
C -3.940 4.058 -0.842
C -4.402 4.294 0.447
C -3.960 3.496 1.494
C -3.055 2.479 1.244
H -2.682 2.860 -2.098
H -4.274 4.684 -1.660
H -5.103 5.098 0.635
H -4.314 3.673 2.502
H -2.683 1.860 2.052
*
```

Computed properties:
Highest occupied orbital energy (eV): -4.47
ΔE to the lowest compared entry with this formula, charge and spin (eV): 0.805
LUMO energy (hartree): 0.066
Calculated total energy (Ha): -12617.11429

Atomic partial charges in e from the Mulliken method, atoms 1 to 6:
1 Ti -0.022
2 N 0.228
3 C 1.628
4 C -1.401
5 C 0.177
6 N -0.311


Entry 3:
Formula: C18H25N5OS
Source: the Open Molecules 2025 dataset
Level of theory: ωB97M-V with the def2-TZVPD basis set

ORCA input file:
```
! wB97M-V def2-TZVPD RIJCOSX def2/J DEFGRID3
* xyz 0 1
C -5.164 -2.591 1.264
C -3.897 -2.886 0.461
C -3.436 -1.683 -0.272
N -3.378 -1.587 -1.550
N -2.942 -0.414 -1.997
C -2.663 0.412 -1.045
N -2.152 1.664 -1.261
C -1.783 2.491 -0.229
O -2.041 2.206 0.920
C -0.988 3.717 -0.658
N 0.452 3.569 -0.595
C 1.043 2.502 -1.376
C 1.079 1.150 -0.656
N 1.773 1.280 0.612
C 1.840 -0.002 1.304
C 2.618 -1.008 0.497
C 3.945 -0.709 0.211
C 4.729 -1.570 -0.533
C 4.184 -2.754 -0.999
C 2.864 -3.057 -0.721
C 2.062 -2.197 0.021
C 0.631 -2.572 0.282
C 1.121 2.280 1.443
C 1.076 3.625 0.713
S -2.926 -0.215 0.563
H -5.488 -3.484 1.792
H -4.978 -1.804 1.992
H -5.964 -2.270 0.602
H -3.106 -3.217 1.138
H -4.085 -3.673 -0.271
H -1.966 1.904 -2.224
H -1.250 3.983 -1.688
H -1.262 4.545 0.000
H 0.516 2.409 -2.329
H 2.076 2.800 -1.582
H 1.621 0.430 -1.275
H 0.056 0.762 -0.506
H 0.829 -0.372 1.538
H 2.360 0.172 2.252
H 4.352 0.221 0.577
H 5.758 -1.322 -0.746
H 4.784 -3.440 -1.579
H 2.442 -3.980 -1.091
H 0.439 -2.658 1.351
H 0.399 -3.527 -0.185
H -0.048 -1.824 -0.127
H 1.706 2.395 2.360
H 0.102 1.971 1.726
H 0.557 4.361 1.328
H 2.104 3.965 0.549
*
```

Computed properties:
SMILES: CCc1nnc(NC(=O)CN2CCN(Cc3ccccc3C)CC2)s1
Highest occupied orbital energy (eV): -8.48
ΔE to the lowest compared entry with this formula, charge and spin (eV): 0.833
LUMO energy (hartree): 0.023
Calculated total energy (Ha): -1448.10546

Atomic partial charges in e from the Mulliken method, atoms 1 to 6:
1 C -1.176
2 C -0.389
3 C 0.684
4 N -0.440
5 N -0.545
6 C 0.284


Entry 4:
Formula: C18H25NO7
Source: the Open Molecules 2025 dataset
Level of theory: ωB97M-V with the def2-TZVPD basis set

ORCA input file:
```
! wB97M-V def2-TZVPD RIJCOSX def2/J DEFGRID3
* xyz 0 1
C -1.462 -4.369 -0.082
C -1.780 -3.752 1.272
O -1.753 -2.322 1.202
C -2.846 -1.711 0.766
O -3.881 -2.254 0.490
C -2.615 -0.206 0.621
C -1.685 0.341 1.706
C -1.760 1.860 1.859
C -1.276 2.670 0.654
C 0.170 2.415 0.226
C 1.187 2.638 1.347
O 2.520 2.594 0.864
C 3.097 1.419 0.555
C 4.386 1.513 0.006
C 5.086 0.385 -0.340
C 4.509 -0.869 -0.142
N 5.231 -2.050 -0.502
O 4.695 -3.125 -0.309
O 6.340 -1.915 -0.979
C 3.236 -0.978 0.406
C 2.534 0.155 0.754
C -2.000 -0.091 -0.769
O -0.845 -0.320 -1.017
O -2.920 0.239 -1.667
C -2.508 0.314 -3.036
C -1.878 1.662 -3.354
H -2.246 -4.126 -0.795
H -0.515 -3.986 -0.454
H -1.397 -5.448 0.016
H -1.021 -4.011 2.012
H -2.769 -4.071 1.617
H -3.590 0.286 0.618
H -0.670 0.022 1.471
H -1.962 -0.113 2.660
H -2.798 2.139 2.056
H -1.180 2.145 2.739
H -1.923 2.460 -0.200
H -1.391 3.729 0.896
H 0.418 3.105 -0.585
H 0.274 1.404 -0.167
H 1.055 1.918 2.162
H 1.080 3.647 1.754
H 4.806 2.496 -0.135
H 6.076 0.447 -0.765
H 2.808 -1.958 0.550
H 1.549 0.040 1.174
H -3.421 0.158 -3.613
H -1.796 -0.494 -3.235
H -2.566 2.467 -3.105
H -0.960 1.789 -2.786
H -1.645 1.711 -4.413
*
```

Computed properties:
SMILES: CCOC(=O)C(CCCCCOc1ccc([N+](=O)[O-])cc1)C(=O)OCC
Highest occupied orbital energy (eV): -9.03
ΔE to the lowest compared entry with this formula, charge and spin (eV): 1.240
LUMO energy (hartree): -0.005
Calculated total energy (Ha): -1282.26779

Atomic partial charges in e from the Mulliken method, atoms 1 to 6:
1 C -1.091
2 C -0.313
3 O -0.291
4 C -0.170
5 O -0.629
6 C 1.195


Entry 5:
Formula: C18H26BNO20S4
Source: the Open Molecules 2025 dataset
Level of theory: ωB97M-V with the def2-TZVPD basis set

ORCA input file:
```
! wB97M-V def2-TZVPD RIJCOSX def2/J DEFGRID3
* xyz 0 1
C -1.104 -1.344 3.091
C -0.874 -1.087 1.913
C -0.071 -0.725 0.625
C 0.677 -1.676 -0.053
C 0.751 -3.190 0.373
O 2.097 -3.572 0.709
C 2.516 -2.986 1.960
C 1.491 -1.169 -1.326
O 1.686 -1.857 -2.315
C 2.075 0.307 -1.178
C 1.333 1.270 -0.490
B 1.886 2.778 -0.273
N 3.369 2.928 -0.191
O 0.962 3.864 -0.174
C -0.072 0.762 0.069
O -1.077 1.454 0.098
H -1.209 -1.644 4.170
H 0.434 -3.797 -0.540
H 0.018 -3.458 1.193
H 3.569 -2.576 1.802
H 2.611 -3.798 2.745
H 1.817 -2.197 2.366
H 3.089 0.604 -1.573
H 3.642 3.879 -0.482
H 3.604 2.800 0.808
H 0.595 4.044 -1.065
O 3.958 2.834 3.047
S 4.463 1.513 3.240
O 3.836 0.361 2.686
O 4.672 1.278 4.826
C 6.039 0.956 5.089
C 6.829 1.641 3.988
O 6.024 1.499 2.816
H 6.149 -0.131 5.037
H 6.329 1.301 6.080
H 7.810 1.192 3.838
H 6.945 2.709 4.191
O -0.330 -6.107 -0.373
S 0.048 -7.190 -1.219
O -0.557 -8.476 -1.143
O 1.654 -7.365 -1.124
C 2.230 -7.224 -2.423
C 1.290 -6.301 -3.178
O -0.020 -6.683 -2.754
H 2.271 -8.213 -2.888
H 3.238 -6.816 -2.350
H 1.389 -6.399 -4.259
H 1.448 -5.257 -2.893
O -4.705 -1.369 -3.961
S -5.319 -0.332 -3.198
O -6.720 -0.074 -3.237
O -4.529 1.047 -3.495
C -4.014 1.579 -2.268
C -3.779 0.373 -1.379
O -4.875 -0.506 -1.652
H -4.769 2.245 -1.841
H -3.099 2.140 -2.451
H -3.750 0.635 -0.323
H -2.855 -0.145 -1.650
O -6.060 3.523 -0.977
S -5.180 4.616 -1.229
O -3.998 4.495 -2.013
O -4.793 5.287 0.191
C -5.180 6.662 0.195
C -6.368 6.744 -0.747
O -6.055 5.845 -1.812
H -4.339 7.253 -0.177
H -5.431 6.984 1.205
H -6.528 7.751 -1.128
H -7.282 6.389 -0.263
*
```

Computed properties:
SMILES: C#CC1=C(COC)C(=O)C=C(B(N)O)C1=O.O=S1(=O)OCCO1.O=S1(=O)OCCO1.O=S1(=O)OCCO1.O=S1(=O)OCCO1
Highest occupied orbital energy (eV): -9.45
LUMO energy (hartree): -0.036
Calculated total energy (Ha): -3878.44257

Atomic partial charges in e from the Mulliken method, atoms 1 to 6:
1 C 0.020
2 C -1.194
3 C 1.345
4 C 0.468
5 C -0.579
6 O -0.341


Entry 6:
Formula: C18H26ClIrNO3PTe
Source: the Open Molecules 2025 dataset
Level of theory: ωB97M-V with the def2-TZVPD basis set

ORCA input file:
```
! wB97M-V def2-TZVPD RIJCOSX def2/J DEFGRID3
* xyz 2 1
Ir 0.596 0.094 -0.760
C -1.240 3.096 1.430
P 0.262 3.257 0.474
C 1.623 3.331 1.630
C 0.148 4.811 -0.400
O 0.486 2.155 -0.571
H -1.397 4.025 1.981
H -1.160 2.280 2.148
H -2.094 2.933 0.772
H 1.433 4.078 2.401
H 2.544 3.589 1.106
H 1.743 2.357 2.107
H -0.009 5.625 0.309
H -0.693 4.775 -1.093
H 1.061 5.009 -0.958
C 0.622 -6.231 -1.469
C 0.627 -4.747 -1.307
C 1.144 -3.895 -2.280
C 1.124 -2.533 -2.090
N 0.622 -1.946 -0.986
C 0.109 -2.765 -0.047
C 0.099 -4.134 -0.173
H 1.211 -6.544 -2.328
H -0.401 -6.586 -1.607
H 1.016 -6.716 -0.576
H 1.558 -4.288 -3.199
H 1.493 -1.878 -2.863
H -0.278 -2.308 0.849
H -0.323 -4.725 0.628
Cl -6.022 -0.322 4.286
C -4.661 -0.242 3.254
C -3.382 -0.315 3.808
C -2.285 -0.249 2.978
C -2.469 -0.110 1.597
C -3.755 -0.047 1.049
C -4.853 -0.111 1.880
C -1.328 -0.043 0.730
O -1.383 -0.008 -0.558
O -0.095 -0.040 1.120
H -3.269 -0.426 4.877
H -1.287 -0.311 3.392
H -3.887 0.052 -0.021
H -5.857 -0.063 1.482
C 3.984 -0.335 -2.994
Te 2.241 0.841 -2.696
C 3.278 2.583 -2.094
H 4.428 0.016 -3.922
H 3.707 -1.381 -3.090
H 4.659 -0.199 -2.155
H 4.034 2.332 -1.355
H 2.547 3.275 -1.697
H 3.729 2.984 -2.997
*
```

Computed properties:
Highest occupied orbital energy (eV): -14.46
ΔE to the lowest compared entry with this formula, charge and spin (eV): 0.777
LUMO energy (hartree): -0.278
Calculated total energy (Ha): -2155.38756

Atomic partial charges in e from the Mulliken method, atoms 1 to 6:
1 Ir 1.058
2 C -1.054
3 P 1.094
4 C -1.198
5 C -1.206
6 O -0.524